Entry 1:
This record from OMol25 describes C18H31N2O6SSiV as an isolated structure. The level of theory is ωB97M-V/def2-TZVPD.

XYZ file:
```
60
Properties=species:S:1:pos:R:3:forces:R:3
V -0.567288 -0.372022 0.350652 -0.226 -0.315 0.252
O -0.885203 -2.426880 -0.544546 -0.018 0.040 0.011
C -1.660796 -3.415347 0.154885 0.095 0.048 -0.094
C -1.218622 -3.458168 1.600552 -0.013 -0.045 0.031
N -1.568009 -2.270613 2.337862 0.032 0.019 -0.060
C -2.979517 -2.053125 2.520706 -0.096 -0.134 -0.034
C -3.617184 -1.162938 1.439833 -0.003 0.327 0.235
O -4.830327 -0.955869 1.521230 -0.077 -0.155 -0.084
O -2.827672 -0.674315 0.572400 0.168 -0.101 -0.034
C -0.705136 -2.018337 3.462764 -0.020 -0.080 0.082
C 0.686945 -1.523316 3.042252 0.036 0.308 0.193
O 1.577553 -1.563116 3.893410 -0.002 -0.107 0.023
O 0.782681 -1.025532 1.878550 -0.187 -0.046 -0.340
H -1.356340 -2.195039 -1.351888 0.106 -0.021 -0.067
H -1.474105 -4.390351 -0.306992 -0.025 0.009 0.014
H -2.722041 -3.174864 0.067111 -0.001 -0.036 0.061
H -0.132002 -3.568162 1.617638 -0.005 0.010 -0.021
H -1.651747 -4.370364 2.057094 -0.006 0.024 -0.015
H -3.165636 -1.572064 3.483063 0.012 0.039 -0.056
H -3.549923 -2.994360 2.542618 0.009 -0.022 0.023
H -0.581287 -2.881161 4.135256 0.001 -0.014 -0.025
H -1.138880 -1.211417 4.059355 0.029 -0.014 -0.013
C 4.604852 -1.496501 -2.665147 0.006 0.068 -0.030
Si 3.568266 0.068445 -2.769900 -0.040 0.008 0.078
C 3.060739 0.314940 -4.568073 0.011 -0.015 0.058
C 4.641828 1.533720 -2.273362 0.000 -0.064 -0.037
C 2.126164 -0.044226 -1.693097 0.037 0.009 -0.211
C 1.155693 -0.149951 -0.946725 -0.001 0.056 0.246
H 5.494055 -1.431073 -3.298123 0.009 -0.012 -0.002
H 4.019960 -2.362161 -2.980450 -0.015 -0.012 -0.009
H 4.923373 -1.671613 -1.636504 0.005 0.004 0.020
H 3.934335 0.432543 -5.214513 0.006 0.000 -0.018
H 2.433766 1.202621 -4.671229 -0.003 0.024 0.000
H 2.483087 -0.540445 -4.923379 -0.008 -0.015 -0.004
H 5.513743 1.626475 -2.926548 0.013 0.017 0.006
H 4.991418 1.419078 -1.245916 0.005 -0.008 0.018
H 4.071694 2.463135 -2.326930 -0.014 0.016 -0.011
S -2.999749 1.510384 -3.282380 -0.116 0.081 -0.099
C -1.605185 2.423703 -2.896972 0.158 0.108 0.152
C -0.976458 1.872676 -1.830154 0.034 -0.230 -0.223
N -1.574760 0.739621 -1.329251 -0.087 0.324 -0.124
C -2.661681 0.458964 -1.990155 0.129 -0.207 0.374
H -1.310027 3.297702 -3.451182 -0.041 -0.001 -0.047
H -0.053749 2.199551 -1.377015 0.043 0.027 -0.085
H -3.311955 -0.340450 -1.665650 -0.074 0.004 -0.097
C -2.984822 2.285789 1.385113 -0.058 -0.037 0.036
C -1.525849 2.669804 1.427629 0.028 -0.140 0.000
O -0.677862 1.524933 1.625288 0.260 0.408 0.100
C 0.585001 1.928263 2.222305 -0.191 -0.115 0.018
C 1.547770 2.517537 1.218714 0.088 0.128 -0.081
H -3.576853 3.166734 1.125533 0.004 0.010 0.016
H -3.321370 1.920688 2.356296 0.023 0.000 0.019
H -3.186287 1.492706 0.671129 0.032 0.016 -0.080
H -1.350810 3.349147 2.268107 -0.004 0.034 -0.023
H -1.223930 3.199388 0.519000 -0.033 -0.049 -0.058
H 1.003400 1.038030 2.677747 0.026 -0.091 -0.069
H 0.346787 2.651605 3.008650 0.028 -0.037 0.038
H 1.786362 1.795064 0.438046 -0.033 -0.039 0.019
H 2.478172 2.781657 1.727054 -0.016 -0.004 0.022
H 1.155403 3.428851 0.758234 -0.017 0.004 0.011
```
Forces are in eV/Å.

- 2S+1 = 4
- HOMO-LUMO gap (spin up / spin down) (eV) = 5.9 / 7.6
- charge = -1
- HOMO level (spin up / spin down) (Ha) = -0.133 / -0.195
- relative energy (zero: lowest compared OMol25 entry of this formula, charge and spin) (kcal per mole) = 15.5
- LUMO level (spin up / spin down) (eV) = 2.258 / 2.257
- calculated total energy (Eh) = -2897.24366

Löwdin population analysis, charges in e, atoms 1 to 2: V 0.76; O -0.12



Entry 2:
This record from OMol25 describes an isolated ion of composition C7H12NO2 and charge +1 in a non-equilibrium geometry. The level of theory is ωB97M-V/def2-TZVPD.

XYZ file:
```
22
Properties=species:S:1:pos:R:3:forces:R:3
C -3.308220 0.126560 -0.072311 -1.249 -0.146 -0.292
C -0.514682 -0.850502 1.430281 1.668 0.736 -0.133
C -1.114373 -0.875719 0.097346 1.897 -0.736 -0.284
C 0.972621 -0.277740 1.326946 -0.018 -0.664 0.724
C 0.151360 1.409102 -0.196044 1.353 -0.848 3.291
C 2.067242 -0.973430 0.549210 -2.433 -1.818 -3.107
C 0.539742 1.142805 -1.558708 1.656 -1.905 -1.911
N -2.335468 -0.526280 -0.099743 -0.334 1.209 0.336
O 0.688223 1.033845 0.936999 -0.347 1.779 -1.230
O -0.656518 1.015364 -2.308582 1.739 0.953 -3.229
H -4.359144 -0.065989 0.047641 -0.173 0.044 0.007
H -1.056713 -0.124498 2.004094 -0.220 0.416 0.619
H -0.378957 -1.690556 2.070686 -0.415 -1.362 -0.038
H -0.585869 -1.355790 -0.700022 -0.161 -0.295 -0.479
H 1.354186 -0.256664 2.342091 -0.297 0.789 0.295
H -0.249540 2.371860 0.027453 -1.182 0.574 -0.482
H 1.451653 -1.606036 -0.267956 1.930 1.396 1.137
H 2.438623 -1.760465 1.174414 0.724 -0.166 0.343
H 2.865735 -0.348359 0.062600 -0.943 -0.570 0.782
H 1.309364 0.256952 -1.777867 -1.717 1.797 0.830
H 1.063209 2.094454 -1.802417 -0.001 -0.334 -0.118
H -0.342473 1.261086 -3.286111 -1.475 -0.848 2.938
```
Forces are in eV/Å.

- HOMO-LUMO gap (spin up / spin down) (eV) = 6.9 / 6.9
- charge = +1
- HOMO level (spin up / spin down) (Ha) = -0.445 / -0.445
- relative energy (zero: lowest compared OMol25 entry of this formula, charge and spin) (kcal per mole) = 144.5
- LUMO level (spin up / spin down) (eV) = -5.221 / -5.213
- calculated total energy (Eh) = -478.70199

Löwdin population analysis, charges in e, atoms 1 to 2: C 0.20; C -0.07



Entry 3:
This record from OMol25 describes CH4O2P2 as an isolated structure in a non-equilibrium geometry. The level of theory is ωB97M-V/def2-TZVPD.

XYZ file:
```
9
Properties=species:S:1:pos:R:3:forces:R:3
C 0.181485 0.240940 0.711968 1.019 0.202 -0.259
O 4.174174 2.089780 0.523216 0.459 0.448 -0.415
O 2.393144 0.624932 1.478719 -1.438 -0.634 0.267
P 2.777797 1.644404 0.431658 0.679 0.458 0.480
P 0.775839 0.400215 -0.897058 -0.420 -0.328 -0.116
H 0.046830 -0.729606 1.152857 0.064 -0.207 0.113
H -0.081558 1.096979 1.304332 -0.017 0.097 0.172
H 0.024083 1.425022 -1.444228 -0.048 0.372 -0.168
H 0.172701 -0.699660 -1.501654 -0.298 -0.409 -0.073
```
Forces are in eV/Å.

- HOMO-LUMO gap (spin up / spin down) (eV) = 6.6 / 6.6
- HOMO level (spin up / spin down) (Ha) = -0.320 / -0.320
- relative energy (zero: lowest compared OMol25 entry of this formula, charge and spin) (kcal per mole) = 83.0
- LUMO level (spin up / spin down) (eV) = -2.140 / -2.149
- calculated total energy (Eh) = -873.58877

Löwdin population analysis, charges in e, atoms 1 to 2: C -0.23; O -0.46



Entry 4:
This record from OMol25 describes a 7-piece molecular cluster, C15H35NO11 overall in a non-equilibrium geometry. The level of theory is ωB97M-V/def2-TZVPD.

XYZ file:
```
62
Properties=species:S:1:pos:R:3:forces:R:3
C 0.220699 2.143445 2.865656 0.453 -1.217 0.847
C 0.775139 3.482755 2.610226 -0.002 1.836 1.635
C -0.299611 4.637905 2.580616 1.232 -1.446 0.956
O 0.064489 5.525875 3.713416 -0.124 -0.648 -2.261
C 1.242649 5.166165 4.244876 0.962 -0.449 1.010
O 1.806949 5.842445 5.084256 -0.823 -2.146 -2.016
O 1.633669 3.867505 3.750806 -0.723 2.194 0.101
H 1.030949 1.508985 3.224896 0.313 -0.283 -0.552
H -0.224641 1.706075 1.972076 -0.161 -0.001 0.214
H -0.407211 2.111925 3.756066 -0.655 0.335 -0.337
H 1.384969 3.504515 1.707036 0.054 0.049 0.107
H -1.294041 4.254265 2.808706 0.069 0.199 -0.208
H -0.178751 4.943845 1.541436 -0.547 1.569 0.466
C -2.351481 -3.821015 -1.538664 1.241 0.550 -0.714
C -3.015221 -3.256765 -2.802124 1.525 -1.797 1.380
C -3.548871 -4.334065 -3.697394 0.394 -0.172 -1.010
O -4.842651 -3.829745 -4.020034 0.195 -1.844 -1.613
C -5.137231 -2.774755 -3.287284 -3.762 0.342 -1.317
O -6.205931 -2.192755 -3.457334 2.835 -0.576 1.227
O -4.174101 -2.634235 -2.413354 -0.915 3.435 2.041
H -1.919761 -3.028515 -0.927394 -0.757 0.017 -0.007
H -1.431811 -4.301245 -1.872834 -0.026 -0.526 -0.019
H -2.951841 -4.513705 -0.948874 -0.196 0.154 -0.272
H -2.327651 -2.622455 -3.361574 -0.106 0.485 0.238
H -3.544851 -5.311335 -3.214654 -0.558 -0.021 -0.044
H -2.966301 -4.387985 -4.617074 -0.129 -0.235 -0.031
C 3.972649 0.541525 0.531186 0.641 -2.122 0.386
N 3.862909 1.875445 0.037296 0.505 -0.202 2.221
C 4.235969 3.009815 0.933046 -1.209 -0.058 -2.204
C 3.526979 2.107365 -1.220524 -1.519 0.137 -0.936
O 3.187099 3.179855 -1.700684 0.769 -0.320 0.217
H 4.992899 0.158895 0.503296 0.361 0.271 0.422
H 3.456769 -0.286635 0.045256 -0.475 0.687 -1.292
H 3.543879 0.308295 1.505796 0.257 1.094 0.548
H 4.461219 2.727215 1.961396 0.056 -0.016 -0.418
H 4.983099 3.545125 0.347106 0.602 0.081 0.792
H 3.367819 3.657735 0.812176 0.021 0.344 0.846
H 3.461249 1.143185 -1.747994 -0.040 0.096 -0.524
C -2.611141 -0.093095 2.048646 -0.636 -0.916 -0.645
O -2.172211 -1.385925 1.668376 1.296 -0.715 -0.555
H -3.682691 -0.128315 1.852076 -0.194 0.820 0.584
H -2.318491 0.133835 3.073816 -0.241 0.224 -0.031
H -2.167181 0.591755 1.326166 0.047 0.094 0.260
H -2.666341 -2.110625 2.058566 -0.238 0.374 0.267
C 1.757839 -2.836535 2.390076 1.108 -1.579 -1.150
O 1.785989 -3.741085 3.469086 -1.038 0.114 1.624
H 0.894469 -2.177445 2.299006 0.097 -0.025 0.858
H 2.731629 -2.346835 2.385776 -0.241 0.744 -0.357
H 1.701199 -3.498565 1.526006 0.063 0.546 -0.737
H 2.411249 -4.452555 3.312676 -0.017 0.226 -0.265
C -0.370941 0.173025 -4.873714 0.261 0.095 0.463
O -0.484551 1.539625 -4.837214 0.260 2.976 -0.442
H 0.080519 -0.124265 -3.927194 -0.366 -0.875 0.158
H -1.359871 -0.229285 -5.093394 0.336 -0.900 -0.054
H 0.400259 0.022965 -5.629254 -0.417 -0.650 -0.266
H -1.214091 1.939145 -4.357884 -0.093 -0.674 0.130
C -0.062301 -0.514785 -0.924674 -1.280 0.072 1.446
O -0.003771 -1.896435 -0.576334 1.288 -0.210 -1.298
H -0.231171 -0.015125 0.029226 0.228 0.689 -0.064
H 0.807179 -0.080715 -1.418314 0.349 -0.795 0.173
H -0.921571 -0.252975 -1.542104 -0.188 -0.276 -0.254
H -0.694121 -2.170715 0.031766 -0.140 0.844 0.279
```
Forces are in eV/Å.

- HOMO-LUMO gap (eV) = 9.8
- HOMO level (Ha) = -0.354
- SMILES = C[C@H]1COC(=O)O1.C[C@H]1COC(=O)O1.CN(C)C=O.CO.CO.CO.CO
- relative energy (zero: lowest compared OMol25 entry of this formula, charge and spin) (kcal per mole) = 0.0
- LUMO level (eV) = 0.163
- calculated total energy (Eh) = -1474.78720

Löwdin population analysis, charges in e, atoms 1 to 2: C -0.04; C -0.32